No. 1
C5H6S2 in the gas phase at a distorted geometry, computed with the ωB97M-V functional and the def2-TZVPD basis.

Structure (ORCA input):
```
! wB97M-V def2-TZVPD RIJCOSX def2/J DEFGRID3
* xyz 0 1
C 1.45 0.25 -0.28
C 1.43 -1.10 -0.53
C 0.66 1.30 0.14
C -1.12 -1.00 0.16
C -2.42 -1.19 -0.09
S 0.20 -2.11 0.21
S -3.46 0.39 -0.18
H 2.56 0.50 -0.53
H 2.32 -1.58 -0.96
H 1.31 1.92 0.79
H -0.76 0.00 0.34
H -2.81 -2.15 -0.42
H -2.34 1.13 -0.16
*
```

- gap between HOMO and LUMO (alpha / beta) (eV) = 6.929 / 6.997
- max |F| (eV Å⁻¹) = 3.21
- energy relative to the best compared isomer or geometry (same formula, charge and spin) (eV) = 5.045

No. 2
A molecular structure, C23H41AlN2P3Se at a distorted geometry, computed with the ωB97M-V functional and the def2-TZVPD basis.

Structure (ORCA input):
```
! wB97M-V def2-TZVPD RIJCOSX def2/J DEFGRID3
* xyz 3 1
Al -2.54 -2.42 0.85
P 0.64 -0.15 -2.81
P 0.04 1.10 1.14
P -3.78 -0.52 0.48
H -1.38 -5.93 0.51
C -2.07 -5.90 -0.36
C -2.19 -5.00 -1.31
H -1.79 -3.97 -1.37
C 1.61 -0.44 -4.30
C 0.09 1.56 -2.69
C -0.78 -1.24 -2.77
C 0.05 1.00 2.97
C 1.63 2.01 0.90
C -1.09 2.55 1.01
C -5.25 -1.46 -0.08
C -3.82 0.97 -0.60
C -4.30 0.10 2.14
H -2.65 -6.84 -0.43
H -2.66 -5.28 -2.27
H 2.11 -1.41 -4.26
H 2.38 0.33 -4.42
H 0.96 -0.43 -5.20
H 0.93 2.20 -2.37
H -0.72 1.65 -1.95
H -0.28 1.89 -3.68
H -0.46 -2.21 -2.40
H -1.20 -1.35 -3.78
H -1.55 -0.84 -2.10
H 0.21 2.00 3.39
H 0.82 0.29 3.30
H -0.94 0.62 3.29
H 1.52 3.06 1.23
H 1.91 2.01 -0.17
H 2.45 1.53 1.45
H -0.64 3.41 1.52
H -2.05 2.33 1.50
H -1.28 2.81 -0.04
H -6.16 -0.96 0.30
H -5.21 -2.48 0.33
H -5.26 -1.49 -1.18
H -4.85 1.32 -0.74
H -3.42 0.71 -1.60
H -3.22 1.80 -0.21
H -5.40 0.16 2.18
H -3.86 1.09 2.36
H -3.96 -0.62 2.89
C -0.19 -2.35 1.54
C -0.89 -3.48 0.94
C -2.04 -4.01 1.68
C -2.41 -3.25 2.84
C -1.37 -2.69 3.61
C -0.25 -2.22 2.94
Se 1.05 -1.05 0.55
H 1.38 -0.49 -1.61
H -0.46 -4.04 0.12
H -2.75 -4.76 1.33
H -3.37 -3.49 3.29
H -1.48 -2.66 4.68
H 0.57 -1.72 3.47
N 6.59 4.57 -0.65
C 6.16 3.49 -0.56
C 5.58 2.17 -0.43
C 5.00 1.54 -1.54
C 4.41 0.28 -1.37
N 4.33 -0.31 -0.18
C 4.92 0.26 0.87
C 5.58 1.50 0.79
H 5.00 1.99 -2.53
H 4.00 -0.21 -2.26
H 4.89 -0.27 1.82
H 6.06 1.94 1.67
*
```

- gap between HOMO and LUMO (alpha / beta) (eV) = 4.537 / 4.565
- max |F| (eV Å⁻¹) = 4.29
- energy relative to the best compared isomer or geometry (same formula, charge and spin) (eV) = 4.854

No. 3
C5H6N2 in the gas phase at a distorted geometry, computed with the ωB97M-V functional and the def2-TZVPD basis.

Structure (ORCA input):
```
! wB97M-V def2-TZVPD RIJCOSX def2/J DEFGRID3
* xyz 0 1
N 2.56 -1.16 0.97
C 1.60 -0.53 0.87
C 0.64 0.53 0.55
C 0.31 0.59 -0.97
C -1.11 0.34 -0.53
C -1.15 -0.90 0.28
N -0.80 0.36 0.94
H 1.06 1.44 0.97
H 0.73 -0.20 -1.59
H 0.53 1.57 -1.42
H -1.97 0.90 -0.90
H -0.28 -1.60 0.29
H -2.11 -1.35 0.54
*
```

- structure (SMILES) = N#C[C@H]1C[C@H]2CN21
- gap between HOMO and LUMO (eV) = 10.896
- max |F| (eV Å⁻¹) = 1.29
- energy relative to the best compared isomer or geometry (same formula, charge and spin) (eV) = 2.615

No. 4
3 unconnected molecules or ions with the total composition C27H57N3O3 at a distorted geometry, computed with the ωB97M-V functional and the def2-TZVPD basis.

Structure (ORCA input):
```
! wB97M-V def2-TZVPD RIJCOSX def2/J DEFGRID3
* xyz 1 2
C -1.41 -3.37 3.21
C -1.06 -2.10 4.02
C -1.09 -0.80 3.30
C -2.51 -0.08 3.13
C -3.32 -0.01 4.42
C -3.23 -1.28 5.30
N -1.89 -2.02 5.23
O -1.86 -3.17 6.09
C -3.55 -0.82 6.71
C -4.35 -2.25 4.81
C 0.44 -2.22 4.45
H -0.83 -4.23 3.52
H -1.06 -3.18 2.20
H -2.45 -3.70 3.10
H -0.39 -0.09 3.72
H -0.71 -0.99 2.29
H -3.11 -0.52 2.34
H -2.28 0.94 2.82
H -4.31 0.08 3.98
H -2.99 0.86 5.00
H -4.64 -0.77 6.71
H -3.37 -1.56 7.48
H -3.11 0.05 7.19
H -4.43 -2.13 3.73
H -4.17 -3.28 5.10
H -5.38 -1.96 5.03
H 0.53 -1.31 5.06
H 1.04 -2.14 3.55
H 0.84 -2.91 5.20
H -1.41 -2.86 6.88
C 1.77 -3.24 0.94
C 1.71 -2.59 -0.48
C 1.37 -3.92 -1.25
C 0.72 -3.75 -2.63
C -0.34 -2.65 -2.54
C 0.08 -1.27 -1.96
N 0.62 -1.59 -0.59
O 0.80 -0.49 0.29
C 0.91 -0.54 -3.14
C -1.23 -0.59 -1.78
C 3.04 -2.16 -1.19
H 0.90 -3.71 1.40
H 2.03 -2.44 1.63
H 2.57 -3.97 1.06
H 2.19 -4.65 -1.28
H 0.60 -4.54 -0.80
H 0.33 -4.73 -2.90
H 1.29 -3.36 -3.48
H -1.19 -3.00 -1.95
H -0.86 -2.47 -3.48
H 1.33 0.32 -2.61
H 1.82 -1.09 -3.35
H 0.38 -0.28 -4.05
H -1.98 -0.97 -2.47
H -1.77 -0.77 -0.85
H -1.23 0.48 -2.01
H 3.07 -2.44 -2.24
H 3.92 -2.59 -0.71
H 3.27 -1.12 -0.98
H 0.02 -0.53 0.84
C 3.12 4.67 -4.29
C 2.33 3.41 -3.87
C 2.78 2.81 -2.51
C 2.20 3.54 -1.28
C 0.72 3.52 -1.34
C 0.11 4.10 -2.74
N 0.84 3.62 -3.88
O 0.36 4.08 -5.06
C -1.32 3.46 -2.74
C 0.00 5.63 -2.67
C 2.80 2.36 -4.89
H 4.15 4.32 -4.33
H 3.14 5.46 -3.54
H 2.89 5.01 -5.30
H 2.58 1.76 -2.35
H 3.82 3.10 -2.33
H 2.47 4.59 -1.35
H 2.52 3.24 -0.28
H 0.45 4.09 -0.45
H 0.40 2.52 -1.06
H -1.26 2.37 -2.65
H -1.90 3.90 -1.93
H -1.94 3.62 -3.62
H -0.40 5.92 -1.69
H 1.00 6.05 -2.66
H -0.72 5.95 -3.42
H 2.67 2.48 -5.97
H 2.12 1.53 -4.67
H 3.85 2.11 -4.76
H 0.16 3.21 -5.41
*
```

- ⟨S²⟩ = 0.75
- gap between HOMO and LUMO (alpha / beta) (eV) = 6.571 / 2.481
- max |F| (eV Å⁻¹) = 4.80
- energy relative to the best compared isomer or geometry (same formula, charge and spin) (eV) = 0.952